(1)
The following is a quantum chemistry calculation of the molecule C11H12N2 at a distorted geometry, from the Open Molecules 2025 dataset.

```
25
Properties=species:S:1:pos:R:3:forces:R:3:mulliken_charge:R:1
C 2.39092 0.99782 -2.52931 2.824 1.735 -2.683 -0.40
C 1.10953 0.48827 -3.10439 -0.500 1.478 2.085 -0.64
C 0.83302 1.29649 -1.00294 1.573 -3.788 -1.828 0.49
C 0.65499 1.55436 0.37301 0.861 2.124 2.595 -0.50
C -0.16861 1.17226 1.31844 -3.616 -3.221 -2.031 -0.62
C -1.16452 -0.05172 1.36931 -0.209 1.386 -0.084 0.75
C -1.72166 -0.86252 0.32360 0.397 -0.586 -2.854 -0.35
C -2.10213 -2.22379 0.52105 -0.819 0.095 5.364 -0.33
C -2.15396 -2.52792 2.06364 1.756 -1.264 -2.367 -0.21
C -2.00199 -1.49479 3.12501 1.117 -5.615 -0.122 -0.46
C -1.44062 -0.31974 2.71364 3.441 3.619 0.076 -0.13
H 2.80328 1.67727 -3.34705 0.575 -1.068 1.082 0.21
H 3.16031 0.32269 -2.02168 -1.030 -0.315 -2.062 0.34
H 1.25723 -0.37781 -3.62557 0.073 -2.887 -0.781 0.36
H 0.54060 1.08690 -3.83105 0.617 0.721 0.220 0.28
H 3.06316 1.77195 -0.85324 -4.595 0.778 -0.635 0.37
H 1.42009 2.23846 0.91215 -1.171 -0.503 -1.909 0.15
H -0.28368 1.81881 2.13507 0.441 0.346 1.462 0.43
H -1.71318 -0.46564 -0.77046 0.357 -0.649 2.132 0.26
H -2.48008 -3.15964 -0.10194 1.152 2.803 0.765 0.32
H -1.85726 -3.77706 2.17437 -1.746 3.802 0.612 0.20
H -1.84239 -2.00613 4.17962 -0.731 1.743 -2.063 0.24
H -0.68027 0.61681 3.27041 -3.226 -3.574 -0.057 0.04
N 0.33719 0.41695 -1.87870 -1.710 1.511 2.529 -0.36
N 2.04001 1.80773 -1.41298 4.167 1.330 0.553 -0.47
```
Positions in Å, forces in eV/Å.

Values from the calculation:
- energy relative to the best compared isomer or geometry (same formula, charge and spin) (kJ/mol) = 765.8
- energy (hartree) = -535.59166
- LUMO (eV) = -0.01
- SMILES = C(=C/c1ccccc1)/C1=NCCN1
- net charge = 0

=====

(2)
The following is a quantum chemistry calculation of a structure of composition C18H65CdN2O14 at a distorted geometry, from the Open Molecules 2025 dataset.

```
100
Properties=species:S:1:pos:R:3:forces:R:3:mulliken_charge:R:1
Cd 3.32178 0.89464 1.46171 -1.037 -1.030 -0.379 1.03
C 0.86199 -1.23526 -1.53097 0.649 0.180 -0.385 -1.02
C 1.33316 -0.01686 -0.74243 -1.188 0.154 2.220 1.05
O 2.67260 0.03805 -0.35353 -0.009 -0.602 -1.584 0.56
H 1.26316 -2.12361 -1.04223 0.343 -0.129 -0.334 0.09
H 1.19430 -1.11891 -2.56513 0.087 -0.535 -0.101 0.27
H -0.21381 -1.42917 -1.52390 -0.131 0.666 0.032 0.19
H 0.73691 -0.11142 0.19320 -0.144 0.131 0.061 -0.81
H 0.95758 0.93884 -1.13713 0.194 -0.106 -0.580 -0.24
C 4.31556 -1.46459 -3.92002 -0.797 -0.508 -0.979 -0.94
C 4.22033 0.02829 -3.66485 0.233 -0.524 0.538 0.23
O 4.67426 0.31854 -2.34922 -0.009 0.524 0.169 -0.58
H 3.54881 -2.07148 -3.43093 0.064 0.298 0.546 0.13
H 5.28498 -1.88642 -3.66844 0.105 0.201 0.033 0.28
H 4.10007 -1.68034 -4.97640 0.359 0.162 -0.029 0.39
H 3.20194 0.40383 -3.81000 -0.075 -0.064 -0.050 -0.18
H 4.86072 0.55656 -4.37223 0.069 0.078 0.124 0.38
H 3.94871 0.16732 -1.70936 -0.105 -0.095 -0.063 0.03
C -3.26129 -1.96068 -1.29135 -0.228 0.464 0.506 -0.97
C -2.75963 -3.11000 -0.42816 0.453 0.443 -0.977 0.00
O -2.97195 -2.86018 0.95389 -0.164 0.064 -0.258 -0.44
H -4.30002 -1.72757 -1.05028 -0.101 -0.203 -0.255 0.38
H -3.13607 -2.18202 -2.34980 -0.184 -0.211 0.013 0.37
H -2.72817 -1.01960 -1.12365 0.155 -0.276 0.108 -0.06
H -1.68514 -3.18630 -0.64047 -0.013 -0.365 0.142 0.07
H -3.24703 -4.02939 -0.75931 0.023 -0.061 0.160 0.44
H -2.91017 -3.70237 1.41342 -0.149 0.008 -0.114 0.28
C -0.10740 1.66722 -4.15722 0.050 0.156 0.120 -0.22
C -0.87640 1.67564 -5.47257 0.129 -1.224 0.285 -0.44
O -1.30446 0.33432 -5.77601 0.101 0.273 0.067 -0.52
H 0.75908 1.00279 -4.21935 0.218 0.222 -0.277 -0.13
H -0.65858 1.25525 -3.30900 -0.445 0.239 -0.153 0.15
H 0.22985 2.67825 -3.91611 0.119 -0.089 0.105 0.26
H -0.21910 2.01237 -6.27833 -0.151 0.332 0.022 0.28
H -1.79273 2.25944 -5.43678 0.125 0.186 0.012 0.35
H -0.51045 -0.20841 -5.72156 -0.116 -0.116 -0.134 0.28
C 0.56106 3.96822 -0.76428 0.647 0.085 -0.612 -0.62
C 1.06152 5.39869 -0.65242 -0.587 0.264 0.785 -0.47
O 2.39127 5.35661 -0.13453 0.507 -0.804 -0.017 -0.52
H 1.29228 3.36557 -1.31222 0.079 0.015 0.087 0.11
H -0.34245 3.90044 -1.36810 -0.245 0.107 0.344 0.49
H 0.43587 3.52813 0.22488 -0.232 -0.051 -0.036 0.13
H 0.45369 5.92158 0.09434 -0.156 0.084 -0.205 0.30
H 0.98452 5.96529 -1.58101 0.253 -0.215 -0.145 0.38
H 2.84341 6.20337 -0.14058 -0.249 0.165 -0.090 0.28
C -4.96416 4.28169 2.70344 0.774 0.044 -0.716 -1.56
C -4.65288 2.81506 2.42131 -0.409 0.330 0.716 0.66
C -3.34660 2.62714 1.67194 0.092 -0.255 0.261 -0.86
O -3.19467 1.23245 1.43391 0.103 -0.204 0.010 -0.23
C -2.04769 0.93012 0.69816 0.300 -0.135 -1.023 -0.07
N -4.59497 2.07934 3.72628 -0.060 -0.966 -1.154 -0.77
H -5.95671 4.43657 3.11541 0.052 -0.157 0.222 0.38
H -4.90907 4.84392 1.76387 -0.068 0.071 0.090 0.36
H -4.18955 4.66579 3.36864 -0.228 0.164 0.168 0.34
H -5.47746 2.43473 1.80718 0.267 -0.210 -0.122 0.32
H -2.47656 2.92346 2.27727 -0.171 0.377 0.148 0.30
H -3.32293 3.21368 0.74605 -0.085 -0.170 -0.105 0.43
H -1.95438 -0.13662 0.48220 -0.461 -0.012 0.425 -0.66
H -1.08029 1.20908 1.13983 -0.208 0.401 0.363 0.02
H -2.11752 1.40621 -0.28728 0.231 0.156 -0.046 0.67
H -3.84798 1.39413 3.59075 0.208 0.289 0.327 0.19
H -5.36910 1.41363 3.67319 -0.244 0.410 0.504 0.34
C 0.35845 -3.08520 1.81083 0.312 0.830 0.489 -1.55
C -0.47354 -2.16200 2.69249 0.666 0.348 0.450 2.88
C -1.42122 -2.94200 3.59954 -0.064 -0.296 -1.696 -0.86
O -2.21640 -2.10239 4.36776 0.328 -0.068 0.705 -0.48
C -3.28477 -1.44026 3.68827 0.107 -1.055 -0.054 0.06
N 0.45885 -1.35496 3.55777 -0.172 -0.515 -0.167 -0.91
H 1.04745 -2.50345 1.19440 -0.277 0.030 -0.294 0.06
H -0.30218 -3.68351 1.18947 0.269 -0.291 0.001 0.36
H 1.03942 -3.64963 2.45846 -0.357 -0.581 -0.119 0.39
H -1.01120 -1.44862 2.06540 -0.177 -0.159 0.078 -1.35
H -0.83458 -3.65452 4.18636 -0.064 0.394 0.606 0.47
H -1.99823 -3.59877 2.92599 -0.195 0.198 0.475 0.21
H -2.93673 -0.63626 3.03638 -0.099 0.157 0.225 -0.23
H -3.94515 -1.13538 4.49465 -0.072 0.429 -0.213 0.35
H -3.79779 -2.17116 3.05252 -0.121 0.246 0.095 0.19
H -0.10217 -0.90283 4.28133 -0.090 0.083 -0.140 0.25
H 0.96320 -2.05939 4.10308 0.093 0.177 0.045 0.36
O 1.90524 -5.01643 -0.82404 -0.296 -0.233 0.332 -0.67
H 1.96995 -5.34503 0.08274 -0.064 -0.104 -0.173 0.29
H 1.03510 -5.30846 -1.12952 0.156 0.097 -0.157 0.31
O 1.46607 1.25995 2.49151 -1.437 0.820 0.851 -0.44
H 1.13032 2.11956 2.78198 0.119 -0.111 -0.076 0.29
H 0.76635 0.61576 2.71161 0.450 -0.338 0.025 0.21
O 3.56656 2.78922 0.64516 0.681 1.790 -0.962 -0.56
H 4.06014 2.66776 -0.18501 -0.185 0.018 0.111 0.32
H 3.05606 3.60905 0.51223 -0.062 0.281 0.002 0.22
O 3.07673 -1.04214 2.38443 -0.792 -1.334 1.379 -0.62
H 3.52961 -1.89721 2.39497 0.028 0.190 -0.402 0.30
H 2.16340 -1.20323 2.75774 0.585 0.317 -0.212 0.38
O -0.53729 -4.02675 -3.04214 0.045 0.110 0.103 -0.61
H -0.91647 -3.73313 -3.87853 0.028 -0.094 0.049 0.29
H 0.11778 -3.35460 -2.81986 0.000 -0.023 -0.072 0.27
O 3.67817 -2.94382 -0.17581 -0.187 -0.338 0.270 -0.67
H 3.15332 -3.73333 -0.42401 0.341 0.721 -0.143 0.42
H 3.16621 -2.18172 -0.48357 0.171 0.142 0.061 0.14
O 5.33892 0.41093 1.10679 2.214 -0.374 0.102 -0.54
H 5.65000 -0.47665 0.86327 -0.314 0.136 -0.220 0.29
H 6.09832 0.83556 1.53157 -0.105 -0.026 -0.146 0.29
```
Positions in Å, forces in eV/Å.

Values from the calculation:
- energy (hartree) = -2055.10544
- LUMO (eV) = -2.92
- net charge = +1

=====

(3)
The following is a quantum chemistry calculation of a structure of composition C17H15BrErO3 at a distorted geometry, from the Open Molecules 2025 dataset.

```
37
Properties=species:S:1:pos:R:3:forces:R:3:mulliken_charge:R:1
C -2.27073 -0.73295 -1.73019 -0.531 -0.053 0.238 -0.45
C -2.32139 -1.26176 -0.39881 -0.797 0.950 -0.136 -0.48
C -2.29155 -0.15587 0.51104 -0.746 0.064 -0.654 -0.17
H -2.55363 -2.29124 -0.11561 0.436 0.373 -0.204 0.39
C -2.16787 1.04510 -0.26080 -0.926 -0.912 -0.231 -0.72
C -2.16283 0.68982 -1.65075 -0.507 -0.434 0.646 -0.54
H -2.14310 1.38143 -2.49015 0.188 -0.248 0.154 0.49
H -2.45417 -1.32524 -2.63703 0.610 0.427 0.442 0.42
H -2.50949 -0.22944 1.58574 0.587 0.121 -0.565 0.48
H -2.16250 2.04296 0.14144 0.147 0.131 0.030 0.43
Er -0.03036 -0.15609 -0.63014 1.254 -0.554 -0.704 0.73
Br 1.48068 -1.70462 -2.11074 -0.106 -0.069 0.534 -0.49
C 2.03450 0.83780 -4.75493 -0.553 -0.597 -0.485 -0.59
C 0.94636 1.63805 -5.20777 -0.253 -0.663 0.110 -0.62
C -0.05137 0.76435 -5.73903 0.482 -0.087 0.415 -0.57
H 0.89257 2.72398 -5.17861 0.003 -0.138 0.012 0.40
C 0.42136 -0.57336 -5.61273 0.732 0.658 0.100 -0.53
C 1.72670 -0.52673 -5.04015 -0.568 0.841 -0.371 -0.73
H 2.37353 -1.38024 -4.86319 -0.148 0.157 0.067 0.59
H 2.94371 1.19427 -4.28477 0.016 0.032 -0.091 0.40
H -0.99819 1.06939 -6.18211 0.149 -0.041 0.102 0.40
H -0.10627 -1.47387 -5.91066 0.040 0.087 -0.043 0.38
O 0.91322 2.15905 3.60303 -0.278 -0.452 -0.553 -0.68
C 0.87582 0.94560 4.17847 0.082 -0.318 0.188 0.41
C 0.91145 0.89390 5.58593 -0.091 -0.568 -0.350 -0.64
C 0.83991 -0.35605 6.19262 0.060 0.396 -0.135 -0.26
C 0.78837 -1.53500 5.44082 -0.065 -0.550 0.097 -0.61
C 0.77561 -1.51035 4.05080 0.253 0.325 0.614 -0.50
C 0.80659 -0.26636 3.41240 -0.309 1.094 0.546 0.10
C 0.58366 -0.16470 1.97693 -0.152 -0.718 -2.487 1.47
O 0.53395 -1.22384 1.22782 0.142 1.299 1.858 -0.67
O 0.38077 0.98467 1.37801 0.735 -1.047 1.018 -0.91
H 0.71402 2.00446 2.63094 0.178 0.228 0.530 0.50
H 0.95222 1.81804 6.16849 -0.003 -0.331 -0.313 0.41
H 0.82119 -0.40072 7.28207 0.036 -0.100 -0.261 0.35
H 0.73169 -2.49277 5.96514 0.078 0.316 -0.206 0.35
H 0.77555 -2.43165 3.46648 -0.173 0.382 0.090 0.46
```
Positions in Å, forces in eV/Å.

Values from the calculation:
- ⟨S²⟩ = 3.7535
- energy (hartree) = -4471.70877
- 2S+1 = 4
- LUMO (alpha / beta) (eV) = 1.88 / 1.88
- net charge = -1

=====

(4)
The following is a quantum chemistry calculation of a cluster of 5 separate species, C23H57NO5Si in total, from the Open Molecules 2025 dataset.

```
87
Properties=species:S:1:pos:R:3:forces:R:3:mulliken_charge:R:1
C 1.11896 0.03917 1.31964 0.108 -0.239 -0.562 -1.23
C 1.38284 0.38055 -0.16875 -0.113 0.037 0.501 -0.23
Si 1.78770 -1.17594 -1.15685 0.173 -0.066 0.068 -0.21
C 3.55646 -1.08712 -1.80401 -0.082 0.261 0.049 0.57
C 3.94998 0.22895 -2.50137 0.325 -0.309 -0.073 -0.59
O 3.85408 0.14302 -3.92131 -0.249 0.193 0.198 -0.55
C 0.52734 -1.55190 -2.51734 0.084 -0.328 -0.160 -0.36
C -0.80332 -0.94098 -2.25211 -0.396 0.319 0.000 0.46
C -1.64435 -1.58716 -1.17684 -0.130 0.000 -0.043 -1.17
N -1.18685 0.07688 -2.91232 0.134 -0.052 -0.002 -0.76
H 1.99481 -0.45703 1.74232 -0.016 0.118 0.163 0.24
H 0.88430 0.93035 1.89898 -0.014 -0.024 0.091 0.39
H 0.29953 -0.67796 1.39784 -0.081 0.117 0.136 0.27
H 0.51407 0.90248 -0.57884 0.040 -0.038 -0.121 0.27
H 2.21039 1.09446 -0.19910 0.026 -0.024 -0.178 0.50
H 1.73955 -2.30618 -0.19079 -0.024 -0.005 0.002 -0.13
H 3.76661 -1.92017 -2.47932 0.006 -0.059 0.028 0.01
H 4.20340 -1.23282 -0.93226 -0.024 -0.041 0.006 -0.32
H 3.32167 1.06375 -2.19547 -0.087 0.014 -0.097 0.34
H 4.97839 0.48952 -2.22384 -0.043 0.064 0.003 0.29
H 4.54643 -0.45066 -4.21563 0.080 -0.117 -0.118 0.33
H 0.41641 -2.64359 -2.52800 0.094 0.025 0.036 0.17
H 0.89848 -1.25599 -3.49924 0.011 0.200 0.062 0.46
H -2.44196 -0.91800 -0.85166 0.027 0.022 0.006 0.26
H -1.05577 -1.88838 -0.30775 0.050 -0.032 -0.045 0.27
H -2.11406 -2.48419 -1.58996 0.075 -0.058 0.074 0.36
H -2.10691 0.38317 -2.59351 -0.014 -0.035 -0.034 0.36
C -5.14409 3.80635 -1.64640 0.080 0.007 -0.047 -1.00
C -4.97084 2.66331 -0.66156 -0.092 0.107 0.023 -0.26
O -3.80995 1.88283 -0.89008 0.000 -0.186 -0.026 -0.40
C -2.57268 2.56909 -0.80479 0.144 0.013 0.044 0.88
C -2.30018 3.19813 0.55068 -0.124 0.008 0.040 -1.29
H -5.16990 3.42674 -2.66902 -0.018 -0.005 0.005 0.32
H -6.07434 4.33839 -1.44478 -0.010 -0.021 0.023 0.32
H -4.33137 4.53039 -1.57959 -0.033 0.031 0.049 0.26
H -5.80926 1.97238 -0.75582 0.057 -0.066 -0.006 0.33
H -4.98501 3.03576 0.36889 0.020 0.056 -0.019 0.21
H -2.48685 3.31450 -1.60271 -0.032 0.028 0.021 0.31
H -1.81788 1.80891 -1.00782 0.007 0.033 -0.002 -0.74
H -3.01640 3.98549 0.79080 0.030 0.032 -0.023 0.35
H -1.30436 3.64298 0.55837 0.017 -0.022 -0.011 0.40
H -2.35132 2.44486 1.33881 0.019 -0.006 -0.006 0.31
C 2.18503 -5.71628 -3.99681 -0.056 -0.021 0.059 -1.05
C 3.34568 -5.37486 -3.07829 0.015 -0.010 -0.065 -0.27
O 2.99245 -5.27660 -1.71100 0.025 0.145 0.033 -0.31
C 2.45462 -6.44435 -1.11760 -0.052 -0.060 0.054 -0.37
C 3.39056 -7.64047 -1.14180 0.061 0.030 -0.065 -1.08
H 1.38235 -4.98540 -3.88647 0.008 0.007 -0.011 0.18
H 2.51841 -5.71070 -5.03510 0.006 0.022 -0.003 0.41
H 1.77237 -6.70399 -3.78740 0.034 -0.017 -0.027 0.30
H 3.73746 -4.39056 -3.33877 0.007 0.008 0.031 0.26
H 4.16733 -6.08750 -3.21457 -0.030 -0.034 -0.001 0.34
H 1.49152 -6.70013 -1.57425 0.024 -0.020 -0.038 0.32
H 2.24799 -6.16365 -0.08458 0.001 0.038 -0.012 0.33
H 3.60875 -7.97204 -2.15792 -0.041 -0.024 0.002 0.27
H 2.93561 -8.47818 -0.61222 -0.005 0.009 0.021 0.39
H 4.33652 -7.39513 -0.65703 -0.008 -0.002 0.011 0.29
C 6.67648 -2.07782 1.28125 0.027 -0.043 0.068 -1.22
C 5.63603 -1.16909 1.91241 -0.032 0.045 -0.073 0.33
O 5.32600 -1.48669 3.25616 -0.088 -0.023 0.020 -0.43
C 6.39979 -1.41622 4.17623 0.057 -0.012 0.065 -0.34
C 7.03541 -0.04084 4.28578 -0.033 0.039 -0.075 -1.03
H 6.35577 -3.11903 1.33502 -0.011 0.005 -0.017 0.32
H 6.81614 -1.81117 0.23256 -0.021 -0.003 -0.009 0.39
H 7.64606 -1.99720 1.77448 0.010 0.043 -0.031 0.37
H 4.69114 -1.27104 1.37631 -0.021 -0.009 0.040 -0.24
H 5.93551 -0.11783 1.82497 0.052 -0.015 0.003 0.23
H 7.15808 -2.17247 3.94251 0.018 0.028 -0.034 0.30
H 5.96489 -1.69416 5.13653 -0.027 -0.014 -0.018 0.35
H 7.50544 0.27082 3.35201 0.039 -0.025 0.015 0.26
H 7.80695 -0.04886 5.05645 -0.011 -0.008 0.019 0.39
H 6.28620 0.70623 4.55137 0.003 -0.005 0.011 0.28
C -9.51406 6.11134 1.83613 0.037 0.044 0.046 -1.16
C -8.37898 5.22822 1.34707 -0.061 -0.046 0.021 -0.25
O -7.08923 5.76482 1.58225 0.062 0.000 -0.132 -0.40
C -6.75011 6.00099 2.93675 0.047 0.016 0.073 -0.34
C -6.76681 4.75616 3.80742 -0.048 -0.054 -0.057 -1.02
H -9.45211 7.09974 1.37894 -0.006 -0.007 -0.010 0.30
H -10.47322 5.66492 1.57145 0.003 -0.002 -0.023 0.40
H -9.49732 6.24003 2.91901 -0.026 -0.045 0.006 0.28
H -8.45009 5.11214 0.26510 0.068 0.021 -0.008 0.31
H -8.45842 4.22267 1.77605 -0.027 0.019 0.045 0.32
H -7.39136 6.77945 3.36532 -0.037 -0.032 0.006 0.33
H -5.73949 6.40909 2.90543 -0.007 0.011 -0.036 0.34
H -7.76482 4.32339 3.88783 -0.008 0.031 0.035 0.28
H -6.43260 5.00365 4.81552 0.022 0.010 -0.004 0.39
H -6.10164 3.99425 3.39804 0.009 0.007 0.007 0.23
```
Positions in Å, forces in eV/Å.

Values from the calculation:
- energy (hartree) = -1630.89221
- LUMO (eV) = 0.73
- SMILES = [H]/N=C(\C)C[Si@H](CC)CCO.CCOCC.CCOCC.CCOCC.CCOCC
- net charge = 0